No. 1
{
  "formula": "C46H80AlF18O29S6V",
  "method": "wB97M-V/def2-TZVPD",
  "total_charge": -1,
  "total_energy_ha": -9355.48227,
  "multiplicity": 2,
  "e_homo_ev": [-7.1, -7.1],
  "s_squared": 0.758,
  "elements": ["O", "V", "Al", "C", "F", "F", "F", "S", "O", "O", "O", "C", "F", "F", "F", "S", "O", "O", "O", "C", "F", "F", "F", "S", "O", "O", "O", "C", "F", "F", "F", "S", "O", "O", "O", "C", "F", "F", "F", "S", "O", "O", "O", "C", "F", "F", "F", "S", "O", "O", "O", "C", "C", "C", "O", "C", "H", "H", "H", "H", "H", "H", "H", "H", "C", "C", "C", "O", "C", "H", "H", "H", "H", "H", "H", "H", "H", "C", "C", "C", "O", "C", "H", "H", "H", "H", "H", "H", "H", "H", "C", "C", "C", "O", "C", "H", "H", "H", "H", "H", "H", "H", "H", "C", "C", "C", "O", "C", "H", "H", "H", "H", "H", "H", "H", "H", "C", "C", "C", "O", "C", "H", "H", "H", "H", "H", "H", "H", "H", "C", "C", "C", "O", "C", "H", "H", "H", "H", "H", "H", "H", "H", "C", "C", "C", "O", "C", "H", "H", "H", "H", "H", "H", "H", "H", "C", "C", "C", "O", "C", "H", "H", "H", "H", "H", "H", "H", "H", "C", "C", "C", "O", "C", "H", "H", "H", "H", "H", "H", "H", "H"],
  "xyz": [[1.763, -3.460, 0.033], [1.838, -2.799, -1.445], [-2.723, -0.201, -3.960], [2.595, -0.393, -5.555], [3.767, -1.052, -5.489], [2.657, 0.703, -4.929], [2.305, -0.232, -6.843], [1.177, -1.551, -4.710], [0.106, -0.608, -4.333], [0.767, -2.561, -5.670], [1.825, -2.094, -3.491], [5.252, -4.919, -3.876], [4.816, -3.822, -4.530], [4.829, -6.021, -4.432], [6.565, -4.943, -3.914], [4.809, -4.660, -2.007], [5.954, -3.994, -1.366], [3.629, -3.756, -1.882], [4.583, -5.937, -1.321], [-6.060, 3.661, -5.796], [-4.905, 4.344, -5.895], [-6.845, 4.133, -4.815], [-6.714, 3.510, -6.927], [-5.549, 1.855, -5.190], [-6.689, 0.977, -5.293], [-4.450, 1.416, -6.035], [-4.999, 1.894, -3.855], [4.739, 1.065, -1.288], [4.291, 1.334, -0.088], [3.789, 1.446, -2.203], [5.937, 1.638, -1.499], [4.864, -0.879, -1.366], [5.896, -1.451, -0.454], [3.559, -1.353, -0.954], [5.189, -1.316, -2.705], [-2.475, -4.826, -1.558], [-2.019, -5.147, -0.372], [-2.199, -5.808, -2.326], [-3.804, -4.745, -1.427], [-1.686, -3.226, -2.235], [-0.316, -3.133, -1.784], [-1.883, -3.138, -3.641], [-2.585, -2.150, -1.754], [0.816, 1.603, 0.284], [1.705, 2.113, -0.621], [1.484, 1.188, 1.406], [-0.073, 2.521, 0.633], [-0.063, 0.045, -0.518], [-0.835, -0.567, 0.566], [-0.987, 0.452, -1.620], [1.005, -0.861, -1.040], [6.142, 1.725, 2.781], [7.043, 2.438, 1.754], [8.037, 1.347, 1.325], [7.174, 0.172, 1.431], [6.492, 0.285, 2.665], [5.101, 1.785, 2.465], [6.139, 2.211, 3.757], [7.563, 3.320, 2.127], [6.635, 2.549, 0.750], [8.897, 1.172, 1.972], [8.390, 1.435, 0.298], [6.965, -0.148, 3.546], [5.551, -0.246, 2.519], [3.709, 4.729, -0.752], [3.834, 6.076, -1.340], [4.789, 6.836, -0.445], [4.385, 6.226, 0.798], [3.613, 5.052, 0.735], [4.610, 4.121, -0.839], [2.876, 4.086, -1.039], [2.932, 6.674, -1.473], [4.313, 6.005, -2.317], [4.627, 7.914, -0.446], [5.830, 6.628, -0.690], [2.538, 5.232, 0.719], [3.844, 4.231, 1.414], [0.159, 4.606, -3.637], [-0.519, 4.808, -4.939], [-1.443, 3.640, -5.019], [-0.972, 2.650, -4.064], [0.306, 3.088, -3.551], [-0.433, 4.819, -2.746], [1.071, 5.203, -3.621], [0.319, 4.929, -5.625], [-1.233, 5.618, -5.081], [-1.162, 3.167, -5.960], [-2.519, 3.796, -4.947], [1.205, 2.736, -4.056], [0.320, 2.705, -2.531], [-4.954, 1.783, 0.378], [-4.627, 2.906, -0.518], [-3.438, 2.385, -1.219], [-3.779, 1.043, -1.508], [-4.294, 0.503, -0.306], [-6.037, 1.760, 0.500], [-4.550, 1.974, 1.372], [-4.583, 3.834, 0.053], [-5.458, 3.163, -1.175], [-2.443, 2.544, -0.803], [-3.336, 2.926, -2.160], [-3.392, 0.035, 0.089], [-4.936, -0.360, -0.485], [-5.723, -1.738, 3.314], [-4.827, -2.929, 3.051], [-4.737, -3.028, 1.583], [-5.983, -2.478, 1.072], [-6.711, -1.887, 2.168], [-5.157, -0.808, 3.271], [-6.230, -1.834, 4.274], [-5.200, -3.852, 3.493], [-3.818, -2.737, 3.416], [-4.598, -4.066, 1.280], [-3.836, -2.512, 1.250], [-7.428, -2.640, 2.496], [-7.213, -0.947, 1.939], [-0.751, 5.706, 0.293], [-2.038, 6.114, -0.251], [-1.929, 7.508, -0.600], [-1.066, 8.061, 0.315], [-0.173, 7.124, 0.825], [-0.141, 5.316, -0.522], [-0.882, 4.965, 1.081], [-2.764, 5.776, 0.489], [-2.354, 5.554, -1.132], [-2.834, 8.115, -0.642], [-1.515, 7.632, -1.601], [-0.311, 7.358, 1.880], [0.783, 7.423, 0.394], [-1.073, -2.195, 6.828], [0.055, -2.767, 5.974], [1.182, -1.842, 6.381], [0.996, -1.424, 7.707], [-0.368, -1.471, 7.949], [-1.861, -2.926, 7.008], [-1.434, -1.374, 6.208], [-0.122, -2.859, 4.902], [0.273, -3.767, 6.349], [1.164, -1.000, 5.690], [2.170, -2.276, 6.224], [-0.826, -0.484, 8.004], [-0.476, -1.955, 8.920], [1.904, -7.565, -2.085], [1.433, -7.216, -3.471], [1.400, -5.657, -3.563], [1.306, -5.206, -2.239], [1.171, -6.387, -1.437], [2.989, -7.461, -2.080], [1.583, -8.519, -1.668], [0.397, -7.504, -3.649], [2.154, -7.643, -4.169], [0.620, -5.201, -4.173], [2.375, -5.402, -3.978], [0.132, -6.592, -1.178], [1.643, -6.123, -0.491], [-2.545, 2.929, 3.964], [-2.173, 1.542, 3.322], [-1.039, 1.053, 4.180], [-1.194, 1.736, 5.434], [-1.748, 3.013, 5.207], [-3.617, 2.855, 4.148], [-2.380, 3.796, 3.325], [-1.842, 1.620, 2.286], [-2.957, 0.784, 3.310], [-0.128, 1.096, 3.582], [-1.025, -0.020, 4.370], [-0.928, 3.705, 5.012], [-2.310, 3.490, 6.010], [-1.529, -5.780, 3.897], [-2.644, -5.770, 2.863], [-2.608, -7.114, 2.120], [-1.282, -7.526, 2.340], [-0.469, -6.608, 3.117], [-1.847, -6.308, 4.796], [-1.196, -4.755, 4.059], [-2.531, -4.933, 2.175], [-3.607, -5.578, 3.336], [-2.926, -7.033, 1.080], [-3.214, -7.792, 2.721], [0.193, -5.989, 2.511], [0.244, -7.211, 3.679]]
}


No. 2
{
  "formula": "C46H80N4O14P",
  "method": "wB97M-V/def2-TZVPD",
  "total_charge": 1,
  "total_energy_ha": -3414.13182,
  "e_homo_ev": -11.0,
  "elements": ["C", "C", "C", "C", "C", "C", "C", "C", "C", "C", "C", "N", "C", "C", "C", "N", "C", "C", "C", "C", "O", "N", "C", "C", "N", "C", "P", "C", "O", "H", "H", "H", "H", "H", "H", "H", "H", "H", "H", "H", "H", "H", "H", "H", "H", "H", "H", "H", "H", "H", "H", "H", "H", "H", "H", "H", "H", "H", "H", "H", "H", "H", "H", "H", "H", "H", "H", "H", "H", "H", "H", "H", "H", "O", "C", "O", "C", "C", "C", "H", "H", "H", "H", "H", "H", "O", "C", "O", "C", "C", "C", "H", "H", "H", "H", "H", "H", "O", "C", "O", "C", "C", "C", "H", "H", "H", "H", "H", "H", "O", "C", "O", "C", "C", "C", "H", "H", "H", "H", "H", "H", "O", "C", "O", "C", "C", "C", "H", "H", "H", "H", "H", "H", "O", "C", "O", "C", "C", "C", "H", "H", "H", "H", "H", "H"],
  "xyz": [[-3.292, -3.287, -6.891], [-1.801, -3.137, -6.238], [-1.516, -1.575, -5.931], [-0.052, -1.115, -6.431], [0.571, -0.100, -5.315], [-0.132, 1.329, -5.544], [-0.911, 1.908, -4.265], [-0.039, 1.812, -2.911], [-0.646, 0.568, -2.035], [-1.544, 1.157, -0.810], [-1.152, 0.515, 0.596], [0.155, -0.061, 0.880], [0.183, -0.595, 2.210], [1.541, -1.312, 2.658], [1.418, -2.864, 2.141], [2.011, -3.074, 0.795], [1.006, -3.240, -0.290], [0.002, -4.486, -0.133], [3.080, -4.083, 0.772], [4.575, -3.580, 1.165], [2.966, -5.297, 0.479], [-1.067, -0.398, 2.879], [-1.376, -0.830, 4.279], [-1.020, 0.454, 5.226], [-1.824, 0.482, 6.486], [-1.941, 0.300, 1.901], [-3.758, 0.854, 2.154], [-4.043, 1.454, 3.927], [-3.999, 2.171, 1.044], [-3.158, -3.400, -8.020], [-3.954, -2.375, -6.677], [-3.807, -4.245, -6.519], [-1.017, -3.574, -6.956], [-1.839, -3.686, -5.239], [-1.668, -1.432, -4.795], [-2.286, -0.908, -6.469], [0.649, -1.991, -6.672], [-0.190, -0.497, -7.399], [0.364, -0.584, -4.301], [1.723, -0.052, -5.419], [0.715, 2.082, -5.781], [-0.893, 1.288, -6.406], [-1.902, 1.346, -4.097], [-1.180, 3.021, -4.399], [1.078, 1.609, -3.123], [-0.077, 2.749, -2.260], [-1.252, -0.162, -2.696], [0.268, -0.024, -1.679], [-2.625, 0.822, -1.048], [-1.527, 2.294, -0.741], [0.997, -0.151, 0.299], [2.408, -0.786, 2.107], [1.730, -1.270, 3.783], [0.314, -3.133, 2.240], [2.034, -3.491, 2.884], [1.603, -3.361, -1.276], [0.346, -2.305, -0.465], [-0.184, -5.041, -1.130], [0.313, -5.220, 0.706], [-1.025, -4.069, 0.191], [5.274, -4.498, 1.132], [4.918, -2.798, 0.409], [4.537, -3.130, 2.229], [-2.476, -1.061, 4.460], [-0.658, -1.665, 4.595], [0.095, 0.481, 5.489], [-1.244, 1.439, 4.667], [-2.762, 0.073, 6.362], [-1.957, 1.476, 6.739], [-3.934, 0.558, 4.640], [-3.323, 2.314, 4.188], [-5.143, 1.782, 4.008], [-4.707, 1.829, 0.451], [-2.450, 4.317, 6.757], [-3.180, 3.859, 7.599], [-3.088, 2.587, 8.074], [-4.171, 2.338, 8.979], [-4.618, 3.702, 9.449], [-4.340, 4.572, 8.241], [-4.960, 1.804, 8.439], [-3.824, 1.714, 9.805], [-5.659, 3.724, 9.776], [-3.994, 4.027, 10.288], [-5.181, 4.583, 7.545], [-4.065, 5.586, 8.530], [-2.379, 0.171, 11.240], [-1.251, -0.195, 11.017], [-0.547, -1.027, 11.829], [0.788, -1.165, 11.324], [0.699, -0.805, 9.861], [-0.406, 0.229, 9.846], [1.443, -0.489, 11.879], [1.133, -2.190, 11.472], [1.643, -0.444, 9.448], [0.390, -1.681, 9.281], [-0.024, 1.237, 10.027], [-0.976, 0.194, 8.916], [-1.846, 3.775, -9.068], [-0.721, 3.396, -9.278], [-0.032, 2.563, -8.451], [1.305, 2.405, -8.944], [1.230, 2.753, -10.411], [0.137, 3.798, -10.446], [1.964, 3.081, -8.389], [1.637, 1.378, -8.783], [2.180, 3.100, -10.820], [0.915, 1.875, -10.984], [0.529, 4.803, -10.272], [-0.425, 3.759, -11.379], [-0.135, 1.661, -14.252], [-1.147, 1.367, -13.669], [-1.276, 0.278, -12.862], [-2.634, 0.171, -12.422], [-3.209, 1.562, -12.563], [-2.453, 2.108, -13.756], [-3.150, -0.558, -13.055], [-2.659, -0.178, -11.388], [-4.293, 1.569, -12.689], [-2.968, 2.154, -11.674], [-2.944, 1.856, -14.699], [-2.301, 3.184, -13.676], [2.565, -2.439, -6.907], [3.402, -2.443, -6.041], [4.375, -1.500, -5.919], [5.261, -1.866, -4.855], [4.462, -2.802, -3.977], [3.558, -3.493, -4.975], [6.142, -2.350, -5.285], [5.577, -0.971, -4.316], [5.085, -3.488, -3.400], [3.856, -2.223, -3.273], [4.033, -4.375, -5.412], [2.595, -3.752, -4.535], [4.623, -0.838, 10.630], [4.623, -0.142, 11.614], [3.663, -0.189, 12.578], [3.908, 0.842, 13.542], [5.377, 1.170, 13.409], [5.634, 0.923, 11.937], [3.268, 1.698, 13.309], [3.660, 0.478, 14.541], [5.623, 2.182, 13.734], [5.969, 0.470, 14.007], [5.425, 1.809, 11.333], [6.649, 0.567, 11.761]]
}


No. 3
{
  "formula": "C46H81BBr18N5O4P",
  "method": "wB97M-V/def2-TZVPD",
  "total_energy_ha": -49074.58735,
  "de_lowest_kj_mol": 0.0,
  "e_homo_ev": -7.7,
  "elements": ["C", "C", "C", "C", "N", "C", "C", "P", "C", "C", "C", "C", "C", "C", "O", "C", "C", "C", "C", "N", "C", "N", "C", "B", "O", "O", "C", "C", "C", "C", "C", "N", "C", "C", "C", "C", "O", "N", "C", "H", "H", "H", "H", "H", "H", "H", "H", "H", "H", "H", "H", "H", "H", "H", "H", "H", "H", "H", "H", "H", "H", "H", "H", "H", "H", "H", "H", "H", "H", "H", "H", "H", "H", "H", "H", "H", "H", "H", "H", "H", "H", "H", "H", "H", "Br", "C", "C", "Br", "H", "H", "H", "H", "Br", "C", "C", "Br", "H", "H", "H", "H", "Br", "C", "C", "Br", "H", "H", "H", "H", "Br", "C", "C", "Br", "H", "H", "H", "H", "Br", "C", "C", "Br", "H", "H", "H", "H", "Br", "C", "C", "Br", "H", "H", "H", "H", "Br", "C", "C", "Br", "H", "H", "H", "H", "Br", "C", "C", "Br", "H", "H", "H", "H", "Br", "C", "C", "Br", "H", "H", "H", "H"],
  "xyz": [[-0.685, -0.165, 1.766], [-1.357, 0.396, 0.509], [-1.185, -0.643, -0.602], [-2.146, -0.465, -1.762], [-2.028, 0.863, -2.406], [-1.512, 0.800, -3.708], [-0.231, 1.187, -4.031], [0.703, 1.864, -2.597], [-0.157, 3.493, -2.276], [2.428, 2.403, -2.954], [3.020, 2.866, -1.596], [0.194, 1.004, -5.392], [1.603, 1.375, -5.794], [1.677, 2.884, -6.031], [0.871, 3.428, -6.740], [-0.642, 0.502, -6.349], [-0.244, 0.326, -7.797], [0.314, -1.069, -8.078], [1.381, -1.690, -7.208], [-0.094, -1.780, -9.042], [-1.970, 0.116, -6.004], [-2.753, -0.407, -6.984], [-3.975, -0.691, -6.578], [-4.915, -1.293, -7.724], [-4.415, -2.353, -8.400], [-6.172, -0.799, -8.007], [-6.142, 0.520, -8.617], [-6.958, 1.476, -7.772], [-4.440, -0.484, -5.251], [-5.855, -0.767, -4.793], [-6.530, 0.549, -4.371], [-6.961, 0.634, -2.968], [-5.848, 0.528, -2.011], [-6.291, 0.891, -0.573], [-7.488, 1.978, -2.802], [-6.587, 3.193, -2.884], [-8.654, 2.145, -2.565], [-3.651, -0.025, -4.318], [-2.389, 0.287, -4.697], [-0.447, 0.622, 2.473], [-1.349, -0.893, 2.229], [0.197, -0.716, 1.454], [-0.825, 1.296, 0.189], [-2.404, 0.623, 0.704], [-0.162, -0.699, -0.970], [-1.398, -1.612, -0.156], [-3.199, -0.656, -1.485], [-1.926, -1.213, -2.524], [-1.602, 1.559, -1.824], [-0.905, 3.378, -1.497], [-0.626, 3.803, -3.206], [0.541, 4.239, -1.912], [3.081, 1.604, -3.285], [2.514, 3.272, -3.600], [4.074, 3.102, -1.707], [2.532, 3.793, -1.303], [2.841, 2.137, -0.810], [2.361, 1.033, -5.100], [1.896, 0.956, -6.748], [2.487, 3.500, -5.604], [0.477, 1.086, -8.073], [-1.110, 0.434, -8.438], [2.283, -1.858, -7.792], [1.034, -2.659, -6.862], [1.628, -1.095, -6.337], [-0.806, -1.283, -9.576], [-4.842, -2.462, -9.255], [-6.595, 0.411, -9.598], [-5.110, 0.869, -8.655], [-7.203, 2.370, -8.346], [-6.362, 1.799, -6.926], [-7.885, 1.013, -7.453], [-6.424, -1.336, -5.517], [-5.739, -1.396, -3.911], [-7.424, 0.706, -4.969], [-5.864, 1.379, -4.626], [-5.451, -0.484, -1.969], [-4.994, 1.165, -2.264], [-5.873, 1.861, -0.314], [-5.828, 0.197, 0.121], [-7.368, 0.881, -0.449], [-5.745, 3.081, -3.564], [-6.166, 3.442, -1.913], [-7.144, 4.065, -3.208], [0.581, 2.251, 4.656], [0.217, 1.599, 6.446], [0.600, 0.154, 6.631], [-0.670, -1.074, 5.811], [-0.836, 1.787, 6.628], [0.818, 2.225, 7.103], [0.591, -0.095, 7.690], [1.571, -0.087, 6.211], [0.195, -4.360, -0.779], [1.719, -4.152, 0.416], [1.391, -4.599, 1.823], [0.309, -3.251, 2.750], [2.024, -3.112, 0.357], [2.501, -4.779, -0.008], [2.301, -4.695, 2.409], [0.849, -5.532, 1.845], [3.962, 2.539, 7.083], [3.937, 1.154, 8.450], [4.927, 0.058, 8.165], [4.293, -1.141, 6.764], [2.915, 0.793, 8.511], [4.198, 1.664, 9.376], [5.053, -0.570, 9.044], [5.895, 0.428, 7.845], [4.125, 0.657, 3.705], [3.345, -1.067, 3.272], [4.094, -1.745, 2.159], [3.660, -0.954, 0.435], [2.300, -0.891, 3.033], [3.411, -1.652, 4.188], [3.800, -2.790, 2.078], [5.172, -1.683, 2.273], [-4.108, -1.864, 0.549], [-4.892, -3.591, 0.122], [-4.010, -4.365, -0.818], [-4.136, -3.686, -2.639], [-5.881, -3.399, -0.283], [-4.987, -4.111, 1.073], [-4.331, -5.403, -0.875], [-2.962, -4.325, -0.539], [6.593, 5.034, 8.169], [4.929, 5.807, 8.812], [4.892, 5.832, 10.314], [4.517, 4.054, 11.015], [4.118, 5.225, 8.384], [4.905, 6.814, 8.404], [4.081, 6.460, 10.675], [5.826, 6.164, 10.755], [0.487, -5.197, 4.276], [0.967, -6.995, 4.981], [-0.253, -7.816, 5.309], [-1.072, -7.239, 6.978], [1.612, -6.842, 5.841], [1.538, -7.468, 4.181], [0.008, -8.861, 5.469], [-1.021, -7.753, 4.544], [6.807, -1.895, -2.079], [6.593, 0.035, -2.191], [7.601, 0.755, -1.336], [7.123, 0.674, 0.545], [5.568, 0.256, -1.908], [6.740, 0.278, -3.241], [7.621, 1.815, -1.581], [8.602, 0.346, -1.427], [5.127, 0.667, 12.238], [6.989, 0.989, 12.693], [7.724, 1.638, 11.550], [8.138, 0.354, 10.146], [7.412, 0.034, 12.985], [6.965, 1.652, 13.555], [8.687, 2.019, 11.883], [7.159, 2.440, 11.085]]
}